The following is a quantum chemistry calculation of a structure of composition C4H12Si in a non-equilibrium geometry, from OMol25.

As for the charge: 0. For the frontier orbital gap, the calculation gives 9.94 eV.

Positions of all 17 atoms, in Å:
C 1.23459 -1.95600 -0.55876
C -0.90272 0.28037 1.67220
C 0.19313 -0.98833 -0.91344
C -0.04586 0.54891 0.37176
Si -0.54923 1.94657 -0.69393
H 1.99200 -1.49926 0.08813
H 1.73168 -2.29516 -1.39762
H 0.80757 -2.82806 0.00683
H -1.90874 -0.10819 1.54366
H -0.34033 -0.39571 2.36250
H -0.95873 1.30210 2.00232
H 0.55646 -0.34653 -1.80432
H -0.90280 -1.28464 -0.98839
H 1.01152 0.49505 0.63517
H 0.62993 2.15051 -1.55432
H -0.52376 2.99888 0.17901
H -2.02469 1.97949 -0.95081



The following is a quantum chemistry calculation of the molecule C17H18FN3O2S, from OMol25.

As for the charge: 0. As for the structure (SMILES): O=C(NCc1cccs1)[C@H]1CCCN1C(=O)Nc1cccc(F)c1. For the frontier orbital gap, the calculation gives 9.09 eV.

Positions of all 42 atoms, in Å:
O -2.61203 -2.70899 -0.49578
C -1.78025 -1.93871 -0.06182
N -1.76292 -0.62095 -0.30649
H -1.02673 -0.05653 0.11046
C -2.78408 0.03724 -1.08213
C -3.49907 1.08472 -0.28903
C -3.30760 1.46479 1.00120
C -4.17830 2.50483 1.40620
C -5.01606 2.89926 0.41817
S -4.76358 2.00883 -1.03398
H -5.77248 3.65780 0.44182
H -4.17244 2.93445 2.39174
H -2.57183 1.02553 1.64997
H -3.48661 -0.73816 -1.40933
H -2.33897 0.49412 -1.97656
C -0.61510 -2.39400 0.84765
N 0.68161 -2.16071 0.21721
C 1.29483 -0.95673 0.32677
O 0.71385 0.01211 0.79723
N 2.58660 -0.92204 -0.14210
C 3.46189 0.16077 -0.18963
C 4.74249 -0.06385 -0.69842
C 5.66090 0.96465 -0.77351
C 5.32848 2.23881 -0.34578
C 4.05600 2.44284 0.15457
C 3.11446 1.43599 0.24357
H 2.13609 1.63883 0.64366
F 3.71401 3.67742 0.57604
H 6.02960 3.05562 -0.39464
H 6.64657 0.77263 -1.16869
H 5.01588 -1.05360 -1.03611
H 2.97426 -1.78495 -0.49111
C 1.25978 -3.39313 -0.28992
C 0.13287 -4.41616 -0.14453
H 0.51127 -5.42698 -0.01033
H -0.51289 -4.39088 -1.02150
C -0.64707 -3.90316 1.06261
H -1.67016 -4.27089 1.07415
H -0.14858 -4.17016 1.99461
H 1.57255 -3.28208 -1.33314
H 2.12590 -3.69040 0.31785
H -0.67191 -1.82014 1.77914



The following is a quantum chemistry calculation of a structure of composition C2Br2N2O2 in a non-equilibrium geometry, from OMol25.

As for the charge: 0. For the frontier orbital gap (alpha / beta), the calculation gives 7.81 / 8.26 eV.

Positions of all 8 atoms, in Å:
C 2.36194 1.12020 -0.67680
C 1.22155 0.57710 -0.06121
N 3.22140 1.51699 -1.36783
N -2.39884 -1.54031 0.43010
O -1.79767 -1.07132 -0.48044
O -3.31429 -1.31034 1.08634
Br 1.01582 -0.83923 1.27527
Br -0.30990 1.54691 -0.20543



The following is a quantum chemistry calculation of the molecule C6H6BrN3 in a non-equilibrium geometry, from OMol25.

As for the charge: 0. For the frontier orbital gap (alpha / beta), the calculation gives 6.96 / 6.96 eV.

Positions of all 16 atoms, in Å:
C -0.79022 1.27350 -1.62605
C 1.50185 0.30752 0.70851
C 1.91270 -0.60933 -0.38249
C 0.22187 0.52102 1.14213
C 1.19777 -0.82102 -1.46734
C -1.02308 0.09436 -0.81276
N -0.65665 2.11550 -2.39341
N -0.82588 0.12105 0.52157
N -1.93447 -0.34549 1.26273
Br 1.36632 -2.15649 -2.70180
H 2.22705 0.63366 1.33824
H 2.84158 -1.03733 -0.07447
H 0.06675 0.66352 2.23369
H -1.86059 -0.59580 -1.25166
H -2.44724 0.54536 1.27244
H -1.79777 -0.71001 2.23068



The following is a quantum chemistry calculation of a cluster of 5 separate species, C3H15NO4 in total in a non-equilibrium geometry, from OMol25.

As for the charge: 0. As for the structure (SMILES): C=NCC.O.O.O.O. For the frontier orbital gap, the calculation gives 11.07 eV.

Positions of all 23 atoms, in Å:
C 1.40869 1.26545 -1.08460
C 1.20752 1.27290 0.42876
C 2.32881 -0.63226 1.13245
N 1.19993 -0.10014 0.96847
H 1.18041 2.25157 -1.49801
H 2.45798 1.15033 -1.36686
H 0.82265 0.47640 -1.55381
H 0.27573 1.76274 0.69614
H 2.05992 1.79830 0.87006
H 3.31927 -0.21001 0.93230
H 2.37773 -1.65724 1.50593
H 0.00507 -1.86255 1.17585
H -0.48774 -2.27878 2.52032
O -0.47079 -2.58709 1.60988
H -1.82037 0.81289 -1.93277
H -2.97396 1.08016 -0.98456
O -2.68774 0.47388 -1.68225
H -2.28378 1.53634 2.15157
H -2.02800 0.23536 1.21862
O -2.45199 1.09550 1.32219
H -1.60247 -1.31574 -2.13763
H -0.52082 -2.36503 -1.89116
O -1.31605 -2.20296 -2.40090



The following is a quantum chemistry calculation of a structure of composition CH3IN2 in a non-equilibrium geometry, from OMol25.

As for the charge: 0. For the frontier orbital gap (alpha / beta), the calculation gives 8.12 / 7.86 eV.

Positions of all 7 atoms, in Å:
C -0.26457 -1.25859 -0.23548
N 0.22255 2.41627 -0.00470
N 1.33106 2.07778 -0.02067
I -1.50590 0.23238 0.05625
H -0.21869 -2.09561 -0.91762
H 0.29162 -1.53675 0.61834
H -0.13919 3.27453 0.41171



The following is a quantum chemistry calculation of the molecule C3H4OS in a non-equilibrium geometry, from OMol25.

As for the charge: 0. For the frontier orbital gap, the calculation gives 9.98 eV.

Positions of all 9 atoms, in Å:
C 0.47730 1.28738 0.44534
C 0.02254 0.22247 -0.04456
C -0.22447 -0.76441 -1.12279
O 0.17036 -0.41153 2.63079
S -0.59008 0.40787 1.66042
H 1.21265 2.11706 0.31293
H -0.71863 -0.12854 -1.78876
H -0.96573 -1.45928 -0.60439
H 0.61606 -1.27101 -1.48897



The following is a quantum chemistry calculation of a cluster of 6 separate species, H12O6 in total, from OMol25.

As for the charge: 0. As for the structure (SMILES): O.O.O.O.O.O. For the frontier orbital gap, the calculation gives 11.57 eV.

Positions of all 18 atoms, in Å:
O -0.03907 -2.64279 3.59077
H -0.25159 -2.33796 4.47289
H 0.67282 -3.26978 3.71853
O -1.01987 5.16555 -0.18755
H -1.38840 4.76047 0.59752
H -1.69518 5.77679 -0.48179
O 0.22687 -0.19505 -1.05910
H 0.43269 0.71956 -1.25244
H -0.13152 -0.17795 -0.17169
O 2.87984 -3.13750 -1.92921
H 2.19050 -2.49708 -1.75345
H 2.59710 -3.92712 -1.46791
O 1.84031 5.16143 -3.27786
H 1.06074 5.22731 -2.72636
H 2.49436 4.74092 -2.71963
O -3.62318 -4.27861 1.44840
H -3.36893 -5.18658 1.28352
H -2.87749 -3.90160 1.91536



Number 1: energy -12217.1559 eV. Number 2: energy -40040.7466 eV. Number 3: energy -149227.8757 eV. Number 4: energy -80825.6382 eV. Number 5: energy -13033.6213 eV. Number 6: energy -12161.7760 eV. Number 7: energy -16055.4715 eV. Number 8: energy -12479.3925 eV.